# 1
Here is a 2-piece molecular cluster, C2H11N2O overall in a non-equilibrium geometry from the OMol25 dataset. Energies are from ωB97M-V/def2-TZVPD.

Values from the calculation:
E_tot   -7273.54288 eV
Frontier orbital gap   11.576 eV
Strongest force on any atom   0.038 hartree/bohr
LUMO level   -0.1119 Eh

Structure (ORCA input):
```
! RIJCOSX wB97M-V def2-TZVPD def2/J DEFGRID3
* xyz 1 1
O -0.273 0.687 1.613
N 1.109 0.514 -0.729
N -0.416 -1.347 0.485
C 0.338 0.970 -1.913
C -0.594 -0.676 1.758
H -1.621 -0.798 2.085
H -1.208 -1.141 -0.134
H -0.699 0.796 -1.765
H -0.030 -1.220 2.499
H 0.460 2.033 -2.007
H 0.920 -0.509 -0.645
H 0.765 0.835 0.200
H -1.101 1.171 1.717
H 2.105 0.522 -0.913
H -0.503 -2.348 0.572
H 0.746 0.512 -2.821
*
```

Atomic partial charges in e from the Mulliken method, atoms 1 to 4: atom 1 (O): -0.5507, atom 2 (N): -0.2532, atom 3 (N): -0.6300, atom 4 (C): -0.8240

=====

# 2
Here is a 2-piece molecular cluster, C2H11N2O overall in a non-equilibrium geometry from the OMol25 dataset. Energies are from ωB97M-V/def2-TZVPD.

Values from the calculation:
E_tot   -7260.96719 eV
Frontier orbital gap (spin up / spin down)   12.592 / 7.093 eV
Strongest force on any atom   0.031 hartree/bohr
LUMO level (spin up / spin down)   -0.2628 / -0.4649 Eh

Structure (ORCA input):
```
! RIJCOSX wB97M-V def2-TZVPD def2/J DEFGRID3
* xyz 2 2
O 2.736 -1.568 -0.217
N -2.339 1.268 -0.771
N 0.749 -0.102 0.819
C -1.606 0.531 0.173
C -0.191 0.139 -0.318
H -0.140 -0.748 -0.939
H -1.490 1.146 1.082
H 0.261 -0.573 1.592
H -2.046 1.415 -1.747
H 0.234 0.946 -0.908
H 3.404 -1.533 -0.931
H 1.527 -0.768 0.570
H 3.148 -2.204 0.390
H 1.141 0.743 1.243
H -2.140 -0.374 0.521
H -3.248 1.681 -0.561
*
```

Atomic partial charges in e from the Mulliken method, atoms 1 to 4: atom 1 (O): -0.6792, atom 2 (N): -0.0335, atom 3 (N): -0.2435, atom 4 (C): -0.2905

=====

# 3
Here is a 3-piece molecular cluster, C2H11N2O2 overall in a non-equilibrium geometry from the OMol25 dataset. Energies are from ωB97M-V/def2-TZVPD.

Values from the calculation:
E_tot   -9319.99703 eV
Frontier orbital gap   9.292 eV
Strongest force on any atom   0.044 hartree/bohr
LUMO level   -0.1223 Eh

Structure (ORCA input):
```
! RIJCOSX wB97M-V def2-TZVPD def2/J DEFGRID3
* xyz 1 1
O -1.320 -3.661 -1.078
O 1.964 3.094 0.381
N -1.718 0.679 -1.048
N 1.123 -0.229 1.153
C 0.151 0.584 0.388
C -0.825 -0.037 -0.303
H -2.590 0.218 -1.253
H -1.355 -4.434 -0.499
H 0.729 -0.848 1.863
H 1.923 0.315 1.466
H 2.217 3.869 0.903
H 2.832 2.793 0.095
H -1.843 1.672 -0.941
H 0.445 1.583 0.075
H -2.262 -3.588 -1.286
H -0.750 -1.137 -0.285
H 1.278 -0.873 0.370
*
```

Atomic partial charges in e from the Mulliken method, atoms 1 to 4: atom 1 (O): -0.6490, atom 2 (O): -0.6337, atom 3 (N): -0.4319, atom 4 (N): -0.2427

=====

# 4
Here is a 3-piece molecular cluster, C2H11N2O2 overall in a non-equilibrium geometry from the OMol25 dataset. Energies are from ωB97M-V/def2-TZVPD.

Values from the calculation:
E_tot   -9320.76322 eV
Frontier orbital gap   9.649 eV
Strongest force on any atom   0.036 hartree/bohr
LUMO level   -0.1204 Eh

Structure (ORCA input):
```
! RIJCOSX wB97M-V def2-TZVPD def2/J DEFGRID3
* xyz 1 1
O -2.602 0.699 3.097
O 3.695 -0.672 -1.376
N 0.479 -0.153 -1.830
N -0.194 0.236 0.992
C -0.880 -0.072 -1.291
C -1.111 0.156 0.011
H -1.620 0.182 -2.028
H 1.064 -0.998 -1.749
H 4.298 -1.055 -2.027
H -3.021 0.868 3.950
H -3.019 -0.144 2.863
H 4.114 -0.929 -0.532
H 1.063 0.563 -1.380
H 0.583 0.120 -2.806
H -2.128 0.431 0.256
H -0.462 0.300 1.966
H 0.784 0.058 0.861
*
```

Atomic partial charges in e from the Mulliken method, atoms 1 to 4: atom 1 (O): -0.6422, atom 2 (O): -0.6415, atom 3 (N): -0.3382, atom 4 (N): -0.3498

=====

# 5
Here is a 3-piece molecular cluster, C2H11N2O2 overall in a non-equilibrium geometry from the OMol25 dataset. Energies are from ωB97M-V/def2-TZVPD.

Values from the calculation:
E_tot   -9320.82502 eV
Frontier orbital gap   10.978 eV
Strongest force on any atom   0.070 hartree/bohr
LUMO level   -0.1292 Eh

Structure (ORCA input):
```
! RIJCOSX wB97M-V def2-TZVPD def2/J DEFGRID3
* xyz 1 1
O -2.005 -1.887 2.200
O -0.549 0.633 1.673
N 0.907 -1.626 -1.553
N 0.421 0.577 -0.719
C 0.934 2.069 -0.755
C 0.788 -0.238 -1.679
H 1.142 2.461 0.264
H 1.909 2.060 -1.171
H 0.885 -2.168 -0.706
H 1.056 0.158 -2.660
H -0.670 1.304 2.362
H 1.398 -2.022 -2.314
H 0.276 2.661 -1.368
H -0.362 0.416 0.124
H -2.650 -2.332 2.842
H -2.575 -1.865 1.404
H -0.904 -0.202 2.057
*
```

Atomic partial charges in e from the Mulliken method, atoms 1 to 4: atom 1 (O): -0.6842, atom 2 (O): -0.6230, atom 3 (N): -0.3571, atom 4 (N): -0.1551

=====

# 6
Here is C2H11N3O4P2 as an isolated structure in a non-equilibrium geometry from the OMol25 dataset. Energies are from ωB97M-V/def2-TZVPD.

Values from the calculation:
E_tot   -33493.11007 eV
Frontier orbital gap   9.829 eV
Strongest force on any atom   0.090 hartree/bohr
LUMO level   0.0119 Eh

Structure (ORCA input):
```
! RIJCOSX wB97M-V def2-TZVPD def2/J DEFGRID3
* xyz 0 1
P 1.389 0.405 0.763
P -1.283 0.537 0.117
O 3.215 2.096 -0.867
O -0.988 -0.318 -1.015
O 2.517 0.887 1.589
O -2.114 1.839 -0.235
N -2.322 -0.160 1.310
N 1.436 -0.938 -0.172
N -0.004 1.153 0.903
C -2.344 -1.591 1.609
C 2.625 -1.874 -0.314
H -2.627 -1.782 2.620
H -3.143 1.698 -0.212
H 3.326 2.070 0.075
H 2.914 2.952 -1.154
H -3.192 -2.122 1.031
H -2.140 0.358 2.148
H 2.568 -2.757 0.408
H -1.555 -2.036 1.164
H 3.507 -1.379 -0.064
H 2.606 -2.408 -1.265
H 0.569 -1.411 -0.536
*
```

Atomic partial charges in e from the Mulliken method, atoms 1 to 4: atom 1 (P): 0.6062, atom 2 (P): 0.8675, atom 3 (O): -0.6292, atom 4 (O): -0.7061

=====

# 7
Here is a 2-piece molecular cluster, C2H11N4 overall in a non-equilibrium geometry from the OMol25 dataset. Energies are from ωB97M-V/def2-TZVPD.

Values from the calculation:
E_tot   -8205.22854 eV
Frontier orbital gap   10.754 eV
Strongest force on any atom   0.109 hartree/bohr
LUMO level   -0.1084 Eh

Structure (ORCA input):
```
! RIJCOSX wB97M-V def2-TZVPD def2/J DEFGRID3
* xyz 1 1
N 0.867 0.092 -1.684
N -0.858 1.235 0.391
N -1.737 -1.370 -0.121
N -0.450 -1.072 0.325
C -0.027 0.188 0.519
C 1.384 0.388 1.059
H -0.638 2.089 0.798
H 1.184 0.453 2.080
H 1.804 1.434 0.840
H -2.227 -1.640 0.670
H 0.911 1.040 -1.978
H 1.924 -0.424 0.866
H 0.143 -0.347 -2.258
H -0.033 -1.939 0.621
H -2.218 -0.796 -0.774
H -1.846 0.921 0.435
H 1.818 -0.252 -1.790
*
```

Atomic partial charges in e from the Mulliken method, atoms 1 to 4: atom 1 (N): -0.6937, atom 2 (N): -0.3686, atom 3 (N): -0.7297, atom 4 (N): 0.1324

=====

# 8
Here is a 2-piece molecular cluster, C2H11N4 overall in a non-equilibrium geometry from the OMol25 dataset. Energies are from ωB97M-V/def2-TZVPD.

Values from the calculation:
E_tot   -8203.30957 eV
Frontier orbital gap   10.180 eV
Strongest force on any atom   0.090 hartree/bohr
LUMO level   -0.1529 Eh

Structure (ORCA input):
```
! RIJCOSX wB97M-V def2-TZVPD def2/J DEFGRID3
* xyz 1 1
N 1.255 0.026 2.594
N 1.084 -1.471 -1.194
N 0.181 -0.629 -1.067
N 0.002 0.184 -0.077
C -0.679 -0.319 -2.239
C -1.162 1.004 0.023
H -2.051 0.549 0.476
H 1.675 -1.477 -0.379
H -1.561 1.287 -0.831
H 0.572 -0.221 3.316
H -0.082 -0.681 -3.043
H -0.874 0.681 -2.381
H 1.862 0.796 2.798
H -0.880 1.858 0.672
H 0.563 0.129 0.999
H 1.775 -0.814 2.397
H -1.681 -0.902 -2.066
*
```

Atomic partial charges in e from the Mulliken method, atoms 1 to 4: atom 1 (N): -0.8863, atom 2 (N): -0.8392, atom 3 (N): 1.0706, atom 4 (N): -0.2778

=====

# 9
Here is a 2-piece molecular cluster, C2H11N5 overall in a non-equilibrium geometry from the OMol25 dataset. Energies are from ωB97M-V/def2-TZVPD.

Values from the calculation:
E_tot   -9699.87979 eV
Frontier orbital gap (spin up / spin down)   8.404 / 8.405 eV
Strongest force on any atom   0.060 hartree/bohr
LUMO level (spin up / spin down)   0.0065 / 0.0066 Eh
Structure (SMILES)   [H]/N=N\[H].CNC(N)N

Structure (ORCA input):
```
! RIJCOSX wB97M-V def2-TZVPD def2/J DEFGRID3
* xyz 0 1
N -1.744 0.042 -0.057
N 0.941 1.741 -0.408
N 0.841 1.318 -1.602
N 0.537 -0.772 0.510
N -0.878 0.047 2.172
C 0.793 -1.272 -0.775
C -0.874 -0.627 0.896
H -1.261 -1.643 1.039
H 0.822 -0.238 -1.537
H 1.810 -1.653 -0.859
H -1.861 -0.485 -0.914
H -1.377 0.961 -0.285
H -1.821 0.051 2.545
H 1.903 1.999 -0.122
H 0.071 -2.019 -1.093
H -0.589 1.013 2.032
H 1.685 1.397 -2.195
H 1.003 0.138 0.652
*
```

Atomic partial charges in e from the Mulliken method, atoms 1 to 4: atom 1 (N): -0.6082, atom 2 (N): -0.3604, atom 3 (N): -0.2823, atom 4 (N): -0.2566

=====

# 10
Here is a 3-piece molecular cluster, C2H11NO2 overall from the OMol25 dataset. Energies are from ωB97M-V/def2-TZVPD.

Values from the calculation:
E_tot   -7837.14872 eV
Frontier orbital gap   9.045 eV
Strongest force on any atom   0.009 hartree/bohr
LUMO level   0.0167 Eh
Structure (SMILES)   CNC.O.O

Structure (ORCA input):
```
! RIJCOSX wB97M-V def2-TZVPD def2/J DEFGRID3
* xyz 0 1
O 2.317 0.815 -0.320
O 0.044 2.279 -1.630
N -0.249 -1.041 1.311
C 0.178 -1.884 0.211
C -1.513 -0.394 1.010
H 1.573 1.191 -0.807
H 2.767 1.528 0.141
H 0.460 -0.326 1.441
H 0.384 -1.297 -0.701
H -0.612 -2.600 -0.010
H -0.209 3.155 -1.936
H -2.335 -1.112 1.096
H 1.087 -2.413 0.469
H -0.610 1.678 -2.001
H -1.726 0.389 1.733
H -1.554 0.033 -0.008
*
```

Atomic partial charges in e from the Mulliken method, atoms 1 to 4: atom 1 (O): -0.6125, atom 2 (O): -0.6565, atom 3 (N): -0.4265, atom 4 (C): -0.7659

=====

Q: strongest force on any atom of number 10 (C2H11NO2)?
A: 0.009 hartree/bohr

=====

Q: Which of these has the lowest E_tot?
A: C2H11N3O4P2

=====

Q: The highest E_tot belongs to which entry?
A: number 2

=====

Q: Among the records above, which one has the highest E_tot?
A: number 2